[1]
Below is 8 unconnected molecules or ions with the total composition C18H40BIN8O18 in a non-equilibrium geometry, with properties calculated with wB97M-V/def2-TZVPD.

Geometry as XYZ:
```
86
C18H40BIN8O18 wB97M-V/def2-TZVPD
O -1.7547 -1.9316 -2.1661
N -1.0891 -2.9414 -2.3129
N -3.0427 -7.5585 5.1423
C -1.1392 2.4054 -0.9479
H -1.1533 -4.6843 1.2743
H 4.4142 6.4553 -4.2574
O 6.1835 4.1786 -1.5687
H -0.3702 -1.3875 4.8113
O 0.0988 -6.4636 2.2895
C -5.4747 -10.2629 6.3150
O -0.2126 3.2045 -0.1278
H 2.2872 4.4070 1.0195
C -4.0105 -1.5047 1.1453
C 2.5798 6.4596 -3.0112
C 4.3569 4.5905 0.0688
O -3.2295 -8.6132 5.7286
O -3.7034 -6.5442 5.2769
H 2.7692 6.7021 -0.8143
H -0.2730 0.3993 -1.3984
C -0.9984 0.8213 -0.6108
H 1.2709 3.3649 -2.6064
C 0.0808 -1.5585 3.8348
H -1.1950 -5.5800 -0.2739
C 4.0617 5.9266 -3.2979
H -0.9983 -7.7303 4.7385
N 2.2144 3.5786 -2.2135
C -1.9090 -7.5146 4.1820
O 1.9812 -0.3717 4.3964
N 3.0111 9.2560 -6.4474
O 0.8885 0.2464 2.6257
H 0.9573 -3.0995 -2.7112
H -3.7626 -1.4782 0.0845
O -0.8986 -7.8486 0.9473
H 3.1079 9.7913 -8.4656
H -2.5022 -5.8105 0.9358
C 2.4491 2.2717 -1.5259
H -0.6729 -1.5256 3.0514
O -1.2736 -4.0018 -1.7404
C 1.8600 4.6279 -1.1530
O 2.4634 9.8524 -5.5331
H -3.7167 -0.5777 1.6337
O 4.0328 8.5934 -6.3603
C -1.4439 -5.6100 0.7840
H 1.9486 2.2570 0.7346
C 0.0476 -2.8802 -3.2685
H 2.1278 8.3287 -8.0990
C 2.8169 2.5077 0.0178
O -2.4661 -2.3556 2.6483
N -0.6841 -6.7338 1.3912
H -5.1300 -9.6519 5.4873
H 4.0284 4.8112 -3.5720
C 2.3813 9.3419 -7.7903
H -0.6444 0.6638 0.4568
O -7.4291 -11.3356 6.9208
N -6.8918 -10.6424 6.0736
H 0.6228 -2.5031 3.8093
H -0.9413 4.6514 -2.5632
H -2.0948 -8.2700 3.4193
H -1.8636 -6.5228 3.7394
O -7.4148 -10.2355 5.0499
H 1.0582 6.7835 -1.4329
C 2.8283 4.1108 0.0497
H 3.6674 1.9192 0.4843
H 4.5368 5.6618 -0.2621
O -3.4687 -3.7404 1.3119
C 2.0318 6.1748 -1.5292
H -4.8958 -11.1830 6.3828
B 0.2565 4.2971 -0.9726
I 1.1445 5.8588 -4.5869
H -0.8912 2.4817 -2.0732
H 4.6965 4.5403 1.1716
C 5.3709 3.6719 -0.7442
H -2.1998 2.7556 -0.7351
N -3.2513 -2.6276 1.7537
H 1.4877 9.9585 -7.7193
N 1.0657 -0.4698 3.5986
H -2.0234 0.3462 -0.8288
H 2.6304 7.6071 -3.1109
O 2.4138 1.1378 -2.0705
H -5.0701 -1.7036 1.2995
O -0.7860 5.0314 -1.6719
H -0.1327 -3.6264 -4.0410
H 0.0904 -1.8817 -3.6988
H -5.4388 -9.7034 7.2482
H 4.7459 6.1015 -2.4090
H 5.4748 2.5328 -0.6109
```

Properties
Kohn-Sham gap, eV: 8.9
Highest occupied orbital energy, eV: -9.413
Max |F|, eV/A: 4.5
SMILES: CCOB(O)[C@]1(C[C@@H](C)I)NC(=O)C[C@H]1CC=O.C[N+](=O)[O-].C[N+](=O)[O-].C[N+](=O)[O-].C[N+](=O)[O-].C[N+](=O)[O-].C[N+](=O)[O-].C[N+](=O)[O-]
Charge: 0



[2]
Below is a molecular structure, C18H40Cl2O19P2S4Si2 in a non-equilibrium geometry, with properties calculated with wB97M-V/def2-TZVPD.

Geometry as XYZ:
```
87
C18H40Cl2O19P2S4Si2 wB97M-V/def2-TZVPD
H 1.2268 -2.9943 3.6197
Cl 3.3423 5.5739 0.1716
H -1.5869 -6.4785 6.2221
C 2.0777 8.1123 -2.4714
C -1.1618 -6.7857 5.2628
C 2.5480 9.2830 -3.3305
H -2.1442 2.0700 0.9294
O -4.9252 4.0914 -2.9952
H -1.7357 -4.8837 4.3767
O 2.4512 -5.7616 -1.6625
H 0.0279 -5.0820 4.5722
C -3.2483 6.4274 -1.4493
O 2.7750 -6.5572 0.6796
H -3.1637 -1.7722 -1.6330
H 2.9130 8.9615 -4.3089
H -1.7529 -1.0443 0.9212
C 1.2194 -2.9631 2.4464
H 5.0963 3.1418 0.3737
O 4.4207 -7.2513 -1.0660
O -2.0757 -7.6259 4.5599
H 2.9093 7.6018 -1.9784
C 1.6355 -7.3064 1.0955
O -1.1289 -8.5650 2.4466
H 0.2158 1.5492 -2.2012
S -1.8674 -7.4323 2.9546
H 2.9379 -2.0994 -0.5331
H 2.5818 0.2011 3.6963
H -4.8491 7.2856 -0.2525
H 0.7615 -4.3618 -0.8827
P 0.0806 -2.2388 -1.3394
S 0.4978 10.0162 -2.1209
H -4.4697 -2.1580 -0.2536
O -0.3098 1.1718 0.3082
H 2.0067 -3.6739 1.9384
O 1.4060 10.1249 -3.4714
C -0.9064 -5.5980 4.3387
Cl 0.2426 4.7100 -0.8167
H 1.6867 -7.5246 2.1649
O -3.1221 -6.9909 2.3870
C 3.0039 -0.4886 2.8182
H -2.7320 -3.0055 -0.2205
Si 1.7752 -1.2036 -0.3015
C -2.5664 0.4888 -0.6982
H 1.6695 -3.0242 -3.1608
O -0.8616 -6.1501 3.0250
H 0.1594 -3.3124 2.0510
H 0.6715 -9.0431 0.1791
C 4.0564 2.6738 0.0962
H -0.1032 -3.3370 -3.7221
H -2.5010 6.8213 -0.7564
H -3.5230 -0.4732 1.2435
C 1.6559 -8.5715 0.2419
O 0.8263 11.1344 -1.2649
O -5.7268 4.0732 -0.5846
H -2.0109 0.1097 -1.6824
H 3.7213 2.0111 1.0161
C 1.5165 3.3322 -0.5866
H 2.3817 -9.2951 0.6268
H 0.7430 -6.7061 0.8892
H -2.8712 6.5062 -2.4744
P 1.4804 -1.1418 1.8724
H 1.5093 7.3902 -3.0664
H -0.2424 -7.3537 5.4378
O 2.1908 0.3288 -1.0495
S -5.0169 4.6889 -1.6816
H 4.1954 2.0052 -0.8800
C -2.7582 -0.7254 0.3935
O -5.5549 6.2181 -1.8550
Si 0.9232 1.5297 -0.8942
H 3.7327 0.1669 2.1787
C -3.3281 -2.0321 -0.4799
C -4.5990 7.1237 -1.3059
H -4.6295 8.0787 -1.8372
H 0.6750 -1.5487 -3.7825
O -3.5075 5.0513 -1.1808
O -0.8559 9.6905 -2.5056
H -3.6161 0.9774 -0.9369
C -1.6302 1.7058 -0.0668
O 1.1975 8.6798 -1.5027
H -1.5882 2.5393 -0.8872
O -0.0457 -3.8321 -0.6122
C 2.8693 3.7743 -0.1583
H 3.6584 -1.3511 3.3046
C 0.5786 -2.5420 -3.1621
S 3.0457 -6.8396 -0.9038
H 3.3296 9.8566 -2.8212
O 2.0900 -8.1522 -1.0508
```

Properties
Kohn-Sham gap, eV: 8.0
Relative energy (zero: lowest compared OMol25 entry of this formula, charge and spin), kJ/mol: 699.43
Highest occupied orbital energy, eV: -8.048
Max |F|, eV/A: 5.7
Charge: 0



[3]
Below is 2 unconnected molecules or ions with the total composition C18H40FNO5P2 in a non-equilibrium geometry, with properties calculated with wB97M-V/def2-TZVPD.

Geometry as XYZ:
```
67
C18H40FNO5P2 wB97M-V/def2-TZVPD
H -3.6400 -1.9375 0.3367
H -2.3938 -0.6404 -5.5973
H -2.0071 -5.8948 -2.3458
H 4.8447 4.0529 0.0931
H 4.7602 1.7992 -0.0853
H 3.3903 1.8661 -1.2005
H -3.4816 -1.1836 -2.9529
C 0.8118 3.9463 1.4682
C 1.2835 3.7547 2.9384
H -1.0674 -6.4621 0.0536
C 3.4448 2.7506 2.1806
O -3.2061 -3.8521 1.3383
N 1.5501 3.0634 0.5013
C -2.2176 -3.5449 -2.0102
F -1.2098 -5.2071 2.7943
C -0.7388 3.7162 1.4643
C 3.7602 4.2087 0.1490
C 3.6655 1.7829 -0.1415
H -1.2440 4.4738 2.0769
H -0.1798 -2.3324 -0.5409
C -1.7887 -0.9667 -4.6213
O 1.0098 1.7689 0.6134
H -2.3868 -1.8213 1.7673
H 0.0259 5.8347 0.6136
C -2.1208 -5.1054 -1.4781
H -3.1791 -5.3412 -0.9773
C -3.3734 -2.3877 1.4096
H 2.9949 -2.0573 -1.4165
C 0.6233 -1.8921 -1.2689
H 2.0429 -3.7514 -1.6854
H 4.5353 2.8148 2.2893
C 3.0402 2.9457 0.6959
H -1.0236 2.7440 1.8821
H 1.2346 6.0822 1.8746
H -0.6349 -3.0827 1.4543
H 1.6880 5.5955 0.2416
C 2.0545 -2.7266 -1.1191
H -5.0317 -0.9157 1.9381
H -0.7497 -0.3859 -4.7079
H 3.1648 1.7436 2.5167
H 0.8436 4.5274 3.5819
C -1.0179 -5.3109 -0.2536
P -1.4790 -4.2623 1.3020
H 0.0671 -5.1217 -0.6485
C 0.9576 5.4369 1.0342
H 3.0499 3.5322 4.1458
H -2.2318 -2.8093 -1.1004
H -1.1488 3.7851 0.4493
H -4.1585 -1.6079 3.4763
O 0.1809 -1.7184 -2.6606
H 0.8679 -0.7969 -0.8617
H 3.4217 4.4479 -0.8657
H 2.1888 -2.9252 0.0504
H -1.9446 -0.2054 -2.4372
H 3.6263 5.0910 0.7786
C -4.5878 -1.9063 2.4142
O -1.6376 -2.4291 -4.6744
P -0.8276 -3.0254 -3.2106
C -2.6829 -0.4170 -3.3473
H 0.9098 2.7966 3.3254
H -3.2075 0.6214 -3.6083
H -5.4329 -2.7124 2.4938
H 3.1880 4.7763 2.9181
H 3.3588 0.7915 0.2161
O -0.0575 -4.3349 -3.6458
C 2.7957 3.7718 3.1066
H -3.2922 -3.4505 -2.5204
```

Properties
Kohn-Sham gap (spin up / spin down), eV: 6.4 / 7.0
Highest occupied orbital energy (spin up / spin down), eV: -11.180 / -11.820
Max |F|, eV/A: 5.5
<S²>: 0.755
Multiplicity: 2
Charge: +1